Formula: C15H29NO9S
Source: OMol25
Level of theory: ωB97M-V/def2-TZVPD

## Properties
- net charge = 0

Each line ends with the Mulliken charge.
Cartesian coordinates (Å):
C 1.692311 0.304736 2.472038  -0.831
C 0.705047 1.045284 2.040696  -0.314
C -0.693422 0.461468 2.051703  0.828
O -1.646513 1.399513 2.593288  -0.419
S -2.990315 1.283399 1.676357  1.209
O -3.764785 2.461298 1.580479  -0.606
O -3.782435 0.260781 2.279965  -0.615
O -2.282417 0.858010 0.289095  -0.482
C -1.306878 -0.112325 0.763555  -0.294
C -0.433815 -0.838602 -0.250207  -0.906
C 0.108896 0.054558 -1.376294  0.255
O 0.425387 1.370436 -0.941625  -0.339
C 1.274178 -0.658144 -2.097794  -0.779
N 1.074943 -2.126162 -2.130252  -0.525
H 1.529235 -0.754942 2.670916  0.171
H 2.684087 0.730848 2.594569  0.310
H 0.942408 2.060775 1.731320  0.214
H -0.587544 -0.405765 2.717846  0.193
H -1.969476 -0.912240 1.141316  0.630
H -1.072447 -1.583038 -0.735807  0.647
H 0.339103 -1.419251 0.270662  0.009
H -0.690362 0.144233 -2.132867  0.324
H 0.400001 1.916340 -1.739867  0.284
H 2.246103 -0.465225 -1.614056  0.261
H 1.356698 -0.332265 -3.143705  0.421
H 1.563742 -2.488075 -2.944426  0.298
H 1.577359 -2.557331 -1.351789  0.090
O 2.228518 -3.479021 0.833320  -0.562
C 1.826107 -4.599711 1.013863  0.883
O 1.197275 -5.238670 0.015952  -0.348
C 0.841737 -6.625809 0.052187  -0.416
C -0.489997 -6.838677 0.741234  -0.983
C 1.936593 -5.261031 2.365549  -1.223
H 1.641496 -7.221002 0.495697  0.379
H 0.764772 -6.938152 -0.988341  0.321
H -0.458243 -6.522573 1.784503  0.275
H -0.775254 -7.890373 0.707655  0.370
H -1.265732 -6.247501 0.253325  0.293
H 1.098068 -4.944755 2.985272  0.261
H 2.865907 -4.937257 2.829310  0.337
H 1.969903 -6.347093 2.324732  0.386
O -0.987452 5.837020 -4.323541  -0.568
C -0.767896 6.020108 -3.158246  0.711
O -0.408782 4.979367 -2.380417  -0.354
C 0.054758 5.111705 -1.032220  -0.259
C -1.100674 5.168262 -0.053803  -0.947
C -0.971353 7.376609 -2.526419  -0.911
H 0.729939 5.963509 -0.932056  0.352
H 0.649788 4.220323 -0.832628  0.155
H -1.732044 6.040200 -0.227746  0.319
H -0.733725 5.206617 0.972466  0.378
H -1.735816 4.288614 -0.167626  0.248
H -2.022462 7.492068 -2.264507  0.245
H -0.698940 8.136484 -3.255527  0.310
H -0.355576 7.552422 -1.647105  0.320

Force components x, y, z for each atom (eV/Å):
0.865 -0.642 0.221
-0.814 0.746 -0.205
1.414 -0.133 -0.052
-0.594 0.141 -1.503
-1.611 -0.343 1.453
1.405 1.553 -0.975
0.826 -1.441 -0.531
0.034 0.613 1.005
-0.817 -1.698 0.726
-0.406 1.019 -0.494
-0.107 -0.709 -0.825
0.248 -0.104 -0.123
0.641 -0.536 0.081
0.347 -0.062 -0.172
0.241 0.214 0.356
-0.022 -0.336 -0.235
-0.621 -0.040 0.019
-0.435 0.267 0.060
0.332 0.121 0.000
0.234 0.103 0.061
-0.065 0.411 0.106
0.010 -0.088 0.336
0.026 0.056 0.299
-0.386 0.522 0.063
-0.105 0.227 0.318
-0.247 0.028 -0.007
-0.351 0.113 0.010
-0.105 0.038 -0.217
-0.155 -0.016 0.345
0.200 0.150 -0.373
-0.222 -0.222 0.143
-0.044 0.156 0.131
0.428 -0.316 -0.049
0.002 0.077 0.074
0.077 0.198 -0.039
0.044 -0.094 0.016
0.013 0.007 -0.018
0.029 -0.063 -0.074
-0.002 -0.010 -0.019
-0.110 0.204 0.017
-0.204 0.003 0.006
0.099 -0.187 0.073
-0.289 0.271 0.029
0.284 -0.340 -0.218
-0.175 0.086 0.328
-0.147 0.033 -0.088
0.495 0.195 0.082
-0.066 0.049 -0.065
-0.019 -0.030 -0.178
0.072 0.051 0.052
0.002 -0.023 -0.008
0.084 -0.043 0.054
0.013 -0.018 0.007
-0.191 -0.076 -0.114
-0.155 -0.080 0.109

---

Formula: C18H48BBrO13P4
Source: OMol25
Level of theory: ωB97M-V/def2-TZVPD

## Properties
- SMILES string = CCOP(=O)(OCC)OCC.CCOP(=O)(OCC)OCC.CCOP(=O)(OCC)OCC.O=[PH2]BBr
- net charge = 0

Each line ends with the Mulliken charge.
Cartesian coordinates (Å):
O 4.371051 -0.231069 1.375507  -0.621
P 4.177409 -1.736802 1.613712  0.351
B 4.767669 -2.092402 3.430619  0.270
Br 3.370464 -1.993050 4.819154  -0.121
H 4.968411 -2.578662 0.774225  0.077
H 2.801911 -2.098182 1.477709  0.028
H 5.900692 -2.367159 3.600150  0.001
O 0.726285 -5.189885 0.984291  -0.703
P -0.782733 -5.168932 0.744540  1.084
O -1.285138 -4.866411 2.289887  -0.352
C -1.118676 -3.550958 2.807283  -0.295
C -2.236055 -2.635379 2.339112  -0.914
O -1.012331 -6.812425 0.728220  -0.342
C 0.012258 -7.681946 0.251078  -0.331
C 0.737891 -8.326729 1.415134  -1.263
O -2.398501 -5.021575 0.217391  -0.255
C -2.617502 -4.970824 -1.204117  -0.359
C -2.706553 -6.361942 -1.807328  -0.943
H -0.141090 -3.150606 2.519842  0.194
H -1.138816 -3.627268 3.896617  0.316
H -2.179010 -2.475550 1.259249  0.211
H -2.174409 -1.664429 2.833767  0.424
H -3.211259 -3.080240 2.546778  0.256
H 0.703555 -7.154844 -0.409702  0.386
H -0.471427 -8.459337 -0.347667  0.404
H 1.159291 -7.577687 2.088376  0.281
H 1.546888 -8.969361 1.060252  0.381
H 0.046357 -8.929000 2.008092  0.309
H -1.830532 -4.384878 -1.686639  0.325
H -3.563168 -4.446869 -1.359535  0.329
H -1.719118 -6.821116 -1.874089  0.170
H -3.116641 -6.317543 -2.818763  0.405
H -3.331750 -7.014425 -1.196280  0.278
O 3.121415 3.770521 -2.836713  -0.711
P 4.629662 3.674795 -3.058649  1.081
O 4.625001 3.156155 -4.629805  -0.348
C 4.303834 4.093003 -5.650987  -0.323
C 5.509259 4.944278 -6.011461  -0.960
O 4.857937 2.210522 -2.315504  -0.361
C 4.034643 1.817899 -1.214476  -0.125
C 2.985485 0.825834 -1.673475  -1.292
O 6.329859 3.805898 -3.135956  -0.269
C 6.980029 4.469053 -2.037607  -0.371
C 7.256072 3.512586 -0.890299  -0.931
H 3.463055 4.721190 -5.340060  0.285
H 3.984727 3.520049 -6.524373  0.321
H 5.790624 5.591711 -5.176718  0.231
H 5.293823 5.573491 -6.877199  0.400
H 6.372465 4.314347 -6.234445  0.239
H 3.581904 2.684831 -0.729003  0.349
H 4.681071 1.340202 -0.475011  0.341
H 2.372434 1.234763 -2.479815  0.344
H 2.330072 0.545255 -0.846151  0.324
H 3.460915 -0.076147 -2.066339  0.291
H 6.380544 5.319954 -1.701932  0.329
H 7.925874 4.860163 -2.419621  0.326
H 6.339967 3.286042 -0.343159  0.166
H 7.960640 3.954295 -0.181730  0.407
H 7.661685 2.568573 -1.256559  0.274
O -3.487473 1.420183 1.441179  -0.654
P -4.794551 2.183496 1.646757  1.069
O -5.341691 1.998522 0.097453  -0.388
C -5.847430 0.727692 -0.295013  -0.241
C -7.286182 0.547708 0.157692  -0.979
O -4.171475 3.711727 1.476964  -0.350
C -2.856985 4.013644 1.942159  -0.297
C -1.885984 4.060327 0.779283  -1.271
O -6.298952 2.918486 1.976297  -0.247
C -6.605495 3.181563 3.357173  -0.364
C -6.026993 4.508689 3.816492  -0.940
H -5.212680 -0.072527 0.099088  0.216
H -5.797430 0.684423 -1.385143  0.323
H -7.346734 0.499616 1.248220  0.223
H -7.708318 -0.372323 -0.250971  0.409
H -7.898535 1.393282 -0.161007  0.238
H -2.533861 3.302988 2.705709  0.380
H -2.896997 4.997725 2.418523  0.389
H -1.884287 3.122069 0.221271  0.278
H -0.870345 4.257964 1.129266  0.391
H -2.172775 4.844313 0.075288  0.309
H -6.249143 2.360922 3.986019  0.319
H -7.694294 3.212869 3.438741  0.337
H -4.948925 4.432533 3.965497  0.172
H -6.468974 4.812771 4.768054  0.405
H -6.201903 5.289559 3.075189  0.276

Force components x, y, z for each atom (eV/Å):
-0.039 -2.022 0.291
0.067 2.463 -0.031
-1.456 -0.241 0.259
1.286 -0.043 -0.982
-0.521 0.046 0.093
0.570 -0.374 -0.099
0.049 0.147 0.456
-1.187 2.700 -3.004
-1.512 -5.850 6.305
0.151 0.316 -1.069
-0.208 0.360 0.136
-0.006 0.056 -0.110
-0.016 0.731 -1.033
0.239 -0.305 0.242
0.072 0.007 0.197
2.777 2.168 -1.263
-0.442 -0.260 -0.443
0.265 -0.128 -0.077
0.025 -0.042 0.062
0.048 -0.173 -0.088
-0.012 0.094 0.060
0.014 -0.004 -0.050
0.086 0.003 0.060
0.022 0.030 0.156
-0.140 0.100 0.037
0.022 0.055 -0.180
-0.049 -0.001 -0.002
0.001 -0.026 -0.105
-0.122 0.032 -0.063
0.107 0.063 0.169
-0.051 -0.047 0.012
-0.023 0.074 0.070
-0.026 0.117 -0.018
2.088 3.602 0.817
-0.624 -8.400 -2.613
0.229 0.826 0.638
0.113 0.174 -0.264
0.065 0.092 0.070
0.358 1.253 0.362
-0.226 -0.413 0.169
-0.163 -0.042 -0.169
-2.172 2.928 0.703
0.551 -0.121 0.363
-0.239 -0.020 0.212
-0.040 -0.066 -0.018
-0.008 -0.089 0.156
-0.009 0.028 -0.076
-0.016 -0.009 0.023
-0.094 0.001 -0.029
-0.082 -0.039 -0.161
0.048 0.039 -0.123
0.028 0.123 0.116
0.079 0.005 0.011
0.048 0.017 0.102
0.129 0.037 0.012
-0.149 -0.003 -0.141
0.050 -0.072 -0.007
0.005 0.031 -0.100
0.022 0.105 -0.048
-1.922 -1.486 3.628
1.600 4.997 -7.752
-0.306 -0.440 0.587
-0.241 -0.076 -0.094
-0.058 -0.022 0.121
-0.407 -0.493 1.382
0.413 0.136 -0.248
0.042 -0.074 -0.188
1.117 -2.872 2.230
-0.297 0.534 0.331
0.279 -0.007 0.117
0.048 0.013 -0.059
0.101 0.115 0.069
-0.044 -0.063 -0.048
0.022 0.004 0.012
0.065 -0.061 -0.045
0.010 -0.070 -0.147
-0.170 -0.029 -0.026
-0.001 -0.030 0.184
-0.045 0.020 -0.007
0.014 0.035 0.103
-0.128 0.043 0.060
0.067 -0.125 -0.135
-0.012 0.066 -0.030
-0.050 -0.056 -0.064
-0.080 -0.089 0.025

---

Formula: C4H12
Source: OMol25
Level of theory: ωB97M-V/def2-TZVPD

## Properties
- SMILES string = CC.CC
- net charge = 0

Each line ends with the Mulliken charge.
Cartesian coordinates (Å):
C 0.114845 -2.057600 -0.410987  -0.771
C -1.232271 -1.797039 -1.077308  -0.771
H 0.674692 -2.868802 -0.872550  0.334
H 0.722028 -1.157086 -0.458291  0.168
H 0.052516 -2.278485 0.661013  0.267
H -1.552802 -0.762484 -0.937778  0.218
H -2.001720 -2.495399 -0.779853  0.299
H -1.095759 -1.906453 -2.153518  0.257
C -0.103098 1.728404 0.415409  -0.705
C 1.206625 2.130648 1.054946  -0.966
H -0.042555 1.354720 -0.603110  0.226
H -0.532263 0.943731 1.032143  0.217
H -0.779675 2.581337 0.526082  0.350
H 1.912090 1.312843 1.218226  0.292
H 1.768164 2.869335 0.457296  0.281
H 1.120936 2.703802 1.981100  0.304

Force components x, y, z for each atom (eV/Å):
0.092 0.221 0.603
0.565 0.131 -0.515
-0.072 -0.048 -0.073
0.226 0.050 -0.199
-0.243 -0.063 -0.163
-0.187 -0.187 0.283
-0.236 -0.054 0.181
-0.142 -0.036 -0.107
-0.283 0.207 1.152
1.462 0.934 -0.461
0.118 0.249 -0.079
-0.244 -0.265 -0.067
-0.116 -0.174 -0.570
-0.220 -0.099 0.059
-0.222 -0.361 -0.289
-0.497 -0.503 0.245

---

Formula: C29H42N5O5P
Source: OMol25
Level of theory: ωB97M-V/def2-TZVPD

## Properties
- SMILES string = N=P(O)(O)c1ccc2c(c1)C(=O)C(CCCO)=CC2=O.CCCC#N.CCCC#N.CCCC#N.CCCC#N
- net charge = 0

Each line ends with the Mulliken charge.
Cartesian coordinates (Å):
N 4.234906 -1.065185 1.455807  -0.864
P 3.663403 -0.120850 0.358981  0.947
O 4.665712 1.103453 0.032030  -0.470
O 3.322272 -0.796244 -1.036357  -0.415
C 2.150862 0.703024 0.850843  0.678
C 2.131611 1.259827 2.135067  -1.018
C 0.986783 1.898908 2.601697  -1.476
C -0.123424 1.971195 1.764189  0.718
C -0.103021 1.413197 0.492595  0.684
C 1.037038 0.777200 0.019213  -0.737
C -1.330617 1.499749 -0.323128  -0.218
O -1.315998 1.484554 -1.527839  -0.515
C -2.603841 1.595092 0.430021  1.145
C -3.852005 1.054486 -0.209092  -2.041
C -3.984483 -0.425313 0.196482  0.573
C -3.015447 -1.298492 -0.579707  -0.904
O -1.857862 -1.499279 0.249128  -0.372
C -2.623219 2.123511 1.655174  -0.492
C -1.372877 2.619768 2.255364  -0.043
O -1.346364 3.497230 3.079539  -0.595
H 4.294496 -2.008022 1.090372  0.226
H 4.687771 1.668780 0.814865  0.382
H 4.154991 -0.979282 -1.522254  0.295
H 2.995330 1.162186 2.774364  0.634
H 0.946044 2.292717 3.598987  0.593
H 1.039891 0.329235 -0.958842  0.370
H -4.685418 1.647979 0.145710  0.514
H -3.764735 1.157670 -1.284696  0.391
H -3.681188 -0.494350 1.234857  -0.652
H -5.004255 -0.779751 0.114791  0.634
H -3.462447 -2.263562 -0.803985  0.512
H -2.691870 -0.815991 -1.500012  0.362
H -1.322136 -2.195060 -0.139448  0.208
H -3.529820 2.205290 2.233011  0.494
C 4.909656 -0.254746 -5.679984  -0.859
C 5.730556 0.841013 -5.008399  -0.271
C 6.854830 0.294207 -4.115738  -0.543
C 6.309574 -0.528249 -3.040554  0.414
N 5.879775 -1.179442 -2.203194  -0.583
H 4.401009 -0.879637 -4.943815  0.236
H 4.144787 0.178716 -6.323724  0.151
H 5.542505 -0.898932 -6.293291  0.373
H 5.071918 1.473031 -4.409281  0.132
H 6.178406 1.479575 -5.770770  0.343
H 7.420983 1.110325 -3.666429  0.296
H 7.547519 -0.315593 -4.697292  0.315
C -1.243553 -1.126782 3.572792  -0.235
C 0.080306 -1.881504 3.543170  -0.239
C 0.863086 -1.792564 4.862810  -0.723
C 1.167489 -0.397558 5.167354  0.370
N 1.348150 0.708921 5.396690  -0.515
H -1.086571 -0.058930 3.740034  0.085
H -1.767143 -1.237523 2.622686  -0.241
H -1.892745 -1.503639 4.367234  0.359
H 0.698714 -1.484040 2.735926  -0.061
H -0.102159 -2.933087 3.316224  0.499
H 1.800296 -2.343287 4.781208  0.371
H 0.294307 -2.214292 5.692943  0.336
C 1.144560 0.439062 -3.724099  -0.389
C 1.384018 1.908589 -4.045477  -0.182
C 0.870777 2.309909 -5.432646  -0.624
C 1.556858 1.551840 -6.479665  0.335
N 2.123464 0.957849 -7.278188  -0.525
H 1.669892 -0.217914 -4.419655  0.465
H 1.510606 0.212930 -2.724232  -0.251
H 0.080226 0.199103 -3.762324  0.307
H 2.452470 2.127237 -3.982362  0.173
H 0.886655 2.525582 -3.295253  0.292
H 1.042502 3.371137 -5.613604  0.367
H -0.201329 2.125793 -5.512861  0.302
C -7.460777 -1.439884 3.390066  -1.172
C -6.412540 -2.197574 4.196671  -0.600
C -4.984007 -1.712478 3.922825  -0.418
C -4.624067 -1.890959 2.516225  0.426
N -4.379318 -2.040454 1.407547  -0.394
H -7.316679 -1.582196 2.318384  0.328
H -8.461598 -1.793069 3.636721  0.358
H -7.420146 -0.369537 3.600361  0.291
H -6.481331 -3.263516 3.973292  0.329
H -6.618241 -2.080456 5.261768  0.375
H -4.268584 -2.266120 4.530692  0.303
H -4.885193 -0.654565 4.171457  0.341

Force components x, y, z for each atom (eV/Å):
-0.413 0.338 -0.455
0.454 -1.039 0.852
-0.442 0.092 -0.202
0.113 0.637 -0.227
-0.010 0.101 -0.098
-0.587 0.101 -0.176
0.257 -0.149 -0.691
0.259 -0.024 0.323
0.296 -0.059 0.125
0.071 0.243 0.457
0.101 -0.101 0.379
0.072 -0.137 -0.782
-0.887 0.071 0.083
0.557 0.207 -0.078
0.963 2.812 -1.611
0.297 -0.210 0.063
0.010 0.154 -0.044
0.427 -0.178 -0.212
0.084 -0.202 -0.282
-0.087 0.326 0.636
0.162 -0.146 0.308
0.295 0.143 -0.083
-0.008 -0.226 -0.045
0.089 -0.081 0.165
-0.038 0.194 0.173
-0.040 -0.012 -0.034
-0.318 0.002 0.031
-0.160 0.125 -0.256
0.231 1.281 -0.836
-0.039 0.579 -0.546
-0.087 -0.036 -0.103
-0.100 0.071 -0.231
0.088 -0.004 -0.048
-0.199 0.249 0.035
0.011 0.075 -0.007
-0.157 -0.122 -0.128
-0.157 0.183 -0.093
0.352 0.102 -0.209
-0.313 -0.137 0.171
0.032 -0.031 0.032
0.087 -0.057 0.021
0.009 -0.021 0.006
0.055 0.041 0.043
0.067 0.024 0.049
0.042 -0.029 0.041
0.002 -0.037 0.009
-0.066 0.007 -0.018
-0.170 0.054 -0.089
0.013 -0.016 -0.374
-0.100 -0.364 0.188
0.168 0.377 0.167
0.023 -0.016 0.080
0.068 -0.030 -0.005
0.016 0.015 0.069
0.081 -0.026 0.006
0.050 -0.032 0.037
0.030 0.009 0.046
-0.025 0.023 0.007
0.019 0.002 -0.033
-0.001 -0.142 0.163
0.099 -0.034 0.131
-0.236 0.269 0.155
0.129 -0.175 -0.283
0.002 0.027 -0.059
0.027 -0.058 -0.175
0.010 0.018 0.041
0.007 0.050 -0.021
-0.037 0.034 -0.053
-0.033 0.016 -0.046
-0.016 -0.012 -0.014
0.012 -0.032 0.033
-0.166 0.055 -0.071
-0.051 0.060 -0.072
-0.455 -0.944 0.903
-1.076 -4.383 2.660
0.034 0.010 -0.015
-0.009 0.021 0.002
-0.004 0.012 -0.004
0.061 -0.012 0.018
0.082 -0.002 0.019
0.048 0.027 -0.005
0.017 0.080 0.083

---

| no. | HOMO (hartree) |
| --- | --- |
| 1 | -0.3441 |
| 2 | -0.3545 |
| 3 | -0.4279 |
| 4 | -0.3134 |